# 1
Computed, not measured: C23H23AsCdF7N7O as an isolated structure, with ωB97M-V with the def2-TZVPD basis set.

Geometry as XYZ:
```
63
Properties=species:S:1:pos:R:3:mulliken_spin:R:1
Cd 0.283 0.052 -0.627 0.06
C -1.360 -2.809 -1.403 0.00
N -1.327 -1.504 -2.045 0.00
C -2.603 -0.822 -2.226 0.00
C -2.774 0.357 -1.312 0.00
N -1.848 0.854 -0.537 -0.02
C -2.418 1.974 0.080 0.00
C -1.882 2.868 1.002 0.00
C -2.704 3.879 1.455 0.00
C -4.030 4.006 1.006 0.00
C -4.570 3.123 0.092 0.00
C -3.731 2.110 -0.356 0.00
N -3.928 1.059 -1.246 0.00
C -0.991 -2.753 0.052 0.01
N -0.410 -1.746 0.655 0.05
C -0.234 -2.141 1.988 -0.02
C 0.291 -1.455 3.079 0.01
C 0.315 -2.109 4.294 0.00
C -0.179 -3.416 4.433 0.00
C -0.717 -4.101 3.362 0.00
C -0.731 -3.430 2.145 0.00
N -1.210 -3.790 0.890 0.00
H -0.643 -3.460 -1.906 0.00
H -2.340 -3.290 -1.496 0.00
H -0.854 -1.581 -2.934 0.00
H -3.449 -1.503 -2.089 0.00
H -2.660 -0.454 -3.252 0.00
H -0.855 2.783 1.329 0.00
H -2.322 4.596 2.170 0.00
H -4.640 4.814 1.385 0.00
H -5.591 3.220 -0.253 0.00
H -4.769 0.858 -1.760 0.00
H 0.669 -0.447 2.981 0.00
H 0.720 -1.605 5.161 0.00
H -0.143 -3.894 5.402 0.00
H -1.108 -5.104 3.469 0.00
H -1.655 -4.658 0.644 0.00
F 1.433 -1.338 -2.409 0.00
As 1.676 -0.133 -3.696 0.00
F 0.643 -1.071 -4.693 0.00
F 0.191 0.640 -3.034 0.00
F 1.802 1.140 -4.824 0.00
F 2.553 0.767 -2.502 0.01
F 3.080 -0.920 -4.232 0.00
F 5.883 -0.846 2.385 0.00
C 4.700 -0.679 1.782 -0.03
C 3.951 0.441 2.102 0.05
C 2.720 0.627 1.475 -0.12
C 2.352 -0.339 0.575 0.89
C 3.050 -1.468 0.242 -0.07
C 4.284 -1.630 0.870 0.05
H 4.325 1.149 2.830 0.01
H 2.107 1.490 1.694 0.04
H 2.697 -2.190 -0.481 0.03
H 4.913 -2.483 0.653 0.01
N 0.981 3.359 -2.434 0.00
C 1.491 3.029 -1.238 0.01
N 2.622 3.642 -0.840 0.00
O 0.907 2.225 -0.472 0.04
H 1.530 3.865 -3.107 0.00
H 0.266 2.750 -2.796 0.00
H 3.170 4.202 -1.469 0.00
H 3.070 3.289 -0.013 0.00
```

Properties
Multiplicity: 2
Net charge: +1
Electronic energy in hartree: -4451.39079
Energy relative to the best compared isomer or geometry (same formula, charge and spin) in eV: 1.256
Orbital gap (spin up / spin down) in eV: 9.5 / 6.7
⟨S²⟩: 0.76

***

# 2
Computed, not measured: C23H23AsOsP as an isolated structure in a non-equilibrium geometry, with ωB97M-V with the def2-TZVPD basis set.

Geometry as XYZ:
```
49
Properties=species:S:1:pos:R:3:mulliken_spin:R:1
C 1.710 -0.702 -0.617 -0.08
C 1.582 0.693 -0.947 0.26
C 0.363 0.879 -1.687 0.14
C -0.216 -0.409 -1.947 0.10
C 0.533 -1.401 -1.246 0.21
Os -0.039 -0.249 0.505 2.88
P 0.844 -0.078 2.524 0.07
H 2.545 -1.198 -0.144 0.01
H 2.266 1.485 -0.658 0.02
H -0.024 1.837 -2.040 0.00
H 0.394 -2.479 -1.275 0.02
H -1.089 -0.590 -2.568 0.01
H 0.412 1.079 3.242 0.01
H 2.261 0.112 2.480 0.03
H 0.703 -1.141 3.465 0.06
C -4.360 1.331 5.002 0.00
C -3.649 0.152 4.748 0.00
C -2.932 0.009 3.558 0.01
C -2.953 1.048 2.619 0.02
C -3.627 2.246 2.875 0.00
C -4.336 2.380 4.074 0.00
As -2.135 0.725 0.862 0.11
C -3.222 -0.849 0.384 -0.03
C -2.538 -2.050 0.200 0.09
C -3.263 -3.211 -0.082 0.02
C -4.660 -3.169 -0.108 0.00
C -5.339 -1.966 0.143 0.00
C -4.618 -0.792 0.387 -0.01
C -2.514 2.337 -0.199 0.04
C -3.524 2.317 -1.164 -0.01
C -3.829 3.504 -1.841 0.00
C -3.116 4.678 -1.571 0.00
C -2.084 4.674 -0.625 0.01
C -1.773 3.497 0.064 -0.01
H -4.927 1.435 5.931 0.00
H -3.653 -0.658 5.478 0.00
H -2.362 -0.900 3.362 0.00
H -3.595 3.059 2.150 0.00
H -4.868 3.307 4.285 0.00
H -1.426 -2.038 0.301 0.02
H -2.729 -4.147 -0.275 0.00
H -5.228 -4.076 -0.318 0.00
H -6.429 -1.941 0.148 0.00
H -5.128 0.152 0.588 0.00
H -4.067 1.395 -1.368 0.00
H -4.630 3.511 -2.581 0.00
H -3.362 5.602 -2.103 0.00
H -1.524 5.586 -0.414 0.00
H -0.977 3.485 0.810 -0.01
```

Properties
Multiplicity: 5
Net charge: +1
Electronic energy in hartree: -3557.59266
Energy relative to the best compared isomer or geometry (same formula, charge and spin) in eV: 0.000
Orbital gap (spin up / spin down) in eV: 6.0 / 6.5
⟨S²⟩: 6.02

***

# 3
Computed, not measured: C23H23BeN7O2 as an isolated structure, with ωB97M-V with the def2-TZVPD basis set.

Geometry as XYZ:
```
56
Properties=species:S:1:pos:R:3:mulliken_charge:R:1
Be -0.286 -0.624 0.172 -0.42
C 2.795 3.595 -0.243 -0.40
C 2.186 2.927 0.818 -0.19
N 0.992 2.361 0.697 -0.36
C 0.389 2.499 -0.485 0.41
C 1.003 3.157 -1.546 -0.43
N 2.214 3.690 -1.431 -0.54
C -1.005 1.996 -0.588 0.01
C -1.996 2.813 -1.107 -0.59
C -3.324 2.393 -1.123 0.57
C -3.609 1.141 -0.570 -0.67
C -2.578 0.373 -0.083 0.49
N -1.289 0.772 -0.119 0.25
C -2.743 -0.929 0.597 -0.15
C -3.939 -1.545 0.940 -0.25
N -3.963 -2.671 1.638 -0.51
C -2.804 -3.193 2.019 -0.58
C -1.595 -2.607 1.673 0.01
N -1.578 -1.489 0.952 0.31
C -4.394 3.247 -1.669 0.51
C -4.365 4.628 -1.504 -0.54
C -5.401 5.381 -2.036 -0.45
N -6.416 4.853 -2.711 -0.54
C -6.438 3.535 -2.872 -0.44
C -5.461 2.689 -2.366 -0.58
H 3.768 4.056 -0.124 0.43
H 2.674 2.864 1.784 0.51
H 0.515 3.244 -2.510 0.49
H -1.730 3.791 -1.481 0.76
H -4.632 0.800 -0.503 0.71
H -4.896 -1.123 0.659 0.43
H -2.832 -4.098 2.613 0.41
H -0.646 -3.024 1.983 0.52
H -3.579 5.118 -0.944 0.48
H -5.414 6.457 -1.911 0.38
H -7.273 3.132 -3.432 0.38
H -5.528 1.624 -2.548 0.48
C 3.050 -0.395 2.246 -1.44
C 2.259 -0.399 0.991 1.21
C 2.907 -0.172 -0.332 -0.92
O 1.045 -0.643 1.065 -0.26
H 4.044 0.021 2.114 0.41
H 3.147 -1.431 2.585 0.41
H 2.494 0.137 3.019 0.39
H 3.922 0.203 -0.241 0.45
H 2.300 0.497 -0.943 0.15
H 2.942 -1.135 -0.852 0.27
C 0.711 -3.507 -1.117 -1.07
C 0.213 -2.320 -1.881 0.82
N 0.087 -2.435 -3.188 -0.32
O -0.061 -1.219 -1.337 -0.46
H 0.126 -4.396 -1.354 0.42
H 0.669 -3.320 -0.048 0.16
H 1.746 -3.711 -1.399 0.39
H 0.311 -3.292 -3.668 0.23
H -0.223 -1.643 -3.733 0.26
```

Properties
Multiplicity: 1
Net charge: +2
Electronic energy in hartree: -1438.45898
Energy relative to the best compared isomer or geometry (same formula, charge and spin) in eV: 0.000
Orbital gap in eV: 7.4

***

# 4
Computed, not measured: a 5-piece molecular cluster, C23H23F33NO7PS overall in a non-equilibrium geometry, with ωB97M-V with the def2-TZVPD basis set.

Geometry as XYZ:
```
89
Properties=species:S:1:pos:R:3:mulliken_charge:R:1
F -4.213 -0.129 10.085 -0.22
C -3.413 0.863 10.516 0.08
F -4.052 1.517 11.511 -0.27
C -3.114 1.859 9.391 0.87
F -4.251 2.469 9.006 -0.27
F -2.310 2.807 9.962 -0.33
C -2.349 1.347 8.161 -0.73
O -3.102 1.034 7.007 -0.34
C -3.647 -0.204 6.800 0.67
F -3.242 -1.091 7.730 -0.30
F -3.195 -0.647 5.605 -0.20
C -5.176 -0.147 6.692 0.46
F -5.701 0.331 7.838 -0.24
F -5.635 -1.406 6.503 -0.27
H -2.487 0.439 10.912 0.29
H -1.736 2.194 7.855 0.40
H -1.661 0.544 8.430 0.31
H -5.473 0.485 5.854 0.12
F 3.223 -2.948 -0.564 -0.19
C 3.926 -3.859 -1.263 -0.03
F 5.207 -3.820 -0.838 -0.27
C 3.901 -3.535 -2.761 1.13
F 4.521 -2.359 -2.983 -0.29
F 4.653 -4.512 -3.355 -0.34
C 2.543 -3.551 -3.478 -0.89
O 1.915 -2.305 -3.701 -0.33
C 1.088 -1.723 -2.786 0.75
F 0.835 -2.529 -1.738 -0.28
F -0.093 -1.481 -3.395 -0.32
C 1.626 -0.362 -2.324 0.22
F 2.830 -0.502 -1.740 -0.22
F 0.768 0.147 -1.408 -0.20
H 3.521 -4.857 -1.076 0.29
H 2.767 -3.914 -4.480 0.42
H 1.865 -4.277 -3.028 0.33
H 1.712 0.322 -3.169 0.20
F -5.157 2.796 -2.646 -0.21
C -6.295 3.242 -2.077 0.21
F -7.203 3.442 -3.059 -0.29
C -6.060 4.571 -1.351 0.76
F -5.709 5.520 -2.244 -0.29
F -7.278 4.917 -0.839 -0.33
C -5.087 4.573 -0.165 -0.27
O -3.768 5.038 -0.406 -0.38
C -2.783 4.206 -0.837 0.79
F -3.182 2.924 -0.879 -0.25
F -1.775 4.265 0.070 -0.31
C -2.196 4.649 -2.182 0.13
F -3.147 4.652 -3.131 -0.23
F -1.232 3.769 -2.544 -0.24
H -6.681 2.488 -1.387 0.23
H -5.501 5.306 0.526 0.42
H -5.088 3.616 0.359 0.07
H -1.765 5.648 -2.095 0.26
F 6.942 -3.548 -7.972 -0.24
C 5.832 -3.144 -7.328 0.11
F 4.957 -2.677 -8.246 -0.27
C 6.148 -2.021 -6.335 0.92
F 6.584 -0.933 -6.998 -0.29
F 4.948 -1.703 -5.763 -0.30
C 7.095 -2.342 -5.169 -0.64
O 8.445 -1.937 -5.299 -0.42
C 9.394 -2.725 -5.884 0.75
F 8.932 -3.953 -6.171 -0.29
F 10.402 -2.875 -4.993 -0.31
C 10.004 -2.052 -7.121 0.20
F 9.054 -1.818 -8.044 -0.22
F 10.926 -2.882 -7.656 -0.26
H 5.379 -3.996 -6.813 0.24
H 6.717 -1.745 -4.341 0.35
H 7.010 -3.385 -4.861 0.40
H 10.477 -1.109 -6.839 0.25
C -1.311 1.551 2.095 -0.79
C -1.433 0.123 2.493 0.29
C -0.305 -0.785 2.126 -1.04
N -2.453 -0.300 3.169 0.36
P -3.709 -1.175 2.617 0.00
O -3.415 -1.596 1.076 -0.46
S -5.132 0.619 2.254 0.85
O -5.612 0.956 3.565 -0.57
O -4.598 1.701 1.457 -0.52
F -6.397 0.078 1.455 -0.24
H -0.876 2.136 2.911 0.35
H -2.300 1.961 1.899 0.02
H -0.667 1.680 1.224 0.32
H -0.334 -0.963 1.047 0.22
H 0.635 -0.315 2.418 0.41
H -0.427 -1.734 2.644 0.34
H -3.058 -0.912 0.496 0.35
```

Properties
Multiplicity: 1
Net charge: 0
Electronic energy in hartree: -5506.80246
Orbital gap in eV: 8.6